A molecular structure, C33H32LiN3OPS. Source: OMol25; level of theory: ωB97M-V with the def2-TZVPD basis set.

Output
Relative energy (zero: lowest compared OMol25 entry of this formula, charge and spin)   349.9 kJ/mol
HOMO energy   -2.06 eV
Gap between HOMO and LUMO   3.762 eV
DFT total energy   -61583.6410 eV
Lowest unoccupied orbital energy   0.063 Ha

Geometry as ORCA input:
```
! wB97M-V def2-TZVPD RIJCOSX def2/J DEFGRID3
* xyz -1 1
Li -0.563 0.887 0.141
C 0.324 1.053 2.636
N -0.319 2.045 1.776
C -1.512 2.555 2.433
C 0.641 3.120 1.481
C 0.313 3.504 -1.083
C -0.089 4.456 -2.124
C -0.447 4.048 -3.353
C -0.624 2.645 -3.656
C -0.453 1.701 -2.711
C 0.095 1.962 -1.360
H 0.562 1.466 3.631
H 1.254 0.713 2.176
H -0.337 0.193 2.777
H -1.267 3.039 3.393
H -2.212 1.739 2.623
H -2.004 3.282 1.789
H 1.598 2.645 1.270
H 0.785 3.734 2.385
H -0.112 5.512 -1.867
H -0.708 4.779 -4.113
H -1.030 2.389 -4.632
H -0.786 0.684 -2.921
S 3.227 0.842 -0.752
C 2.580 2.440 -0.815
C 3.279 3.543 -0.299
C 2.733 4.799 0.105
C 1.441 5.130 0.371
C 0.335 4.100 0.332
N 1.373 2.616 -1.404
H 4.339 3.396 -0.138
H 3.471 5.579 0.290
H 1.195 6.140 0.688
H -0.635 4.580 0.514
O -3.039 1.318 -0.108
N -2.537 0.049 0.048
C -3.325 -0.909 -0.225
C -2.957 -2.313 -0.115
C -3.980 -3.252 -0.312
C -3.753 -4.606 -0.211
C -2.476 -5.069 0.085
C -1.447 -4.159 0.252
C -1.652 -2.785 0.160
P -0.181 -1.660 0.219
C 0.755 -2.363 1.625
C 0.053 -2.837 2.739
C 0.717 -3.215 3.894
C 2.100 -3.115 3.964
C 2.800 -2.591 2.889
C 2.135 -2.197 1.736
C 0.600 -2.267 -1.333
C -0.218 -2.134 -2.461
C 0.229 -2.489 -3.720
C 1.520 -2.975 -3.882
C 2.348 -3.080 -2.779
C 1.898 -2.726 -1.514
H -3.926 1.268 -0.500
H -4.345 -0.689 -0.554
H -4.974 -2.890 -0.554
H -4.560 -5.309 -0.369
H -2.286 -6.131 0.166
H -0.447 -4.522 0.452
H -1.027 -2.909 2.699
H 0.152 -3.578 4.743
H 2.622 -3.422 4.862
H 3.874 -2.469 2.953
H 2.688 -1.710 0.942
H -1.216 -1.728 -2.346
H -0.424 -2.377 -4.576
H 1.879 -3.246 -4.867
H 3.366 -3.428 -2.904
H 2.583 -2.803 -0.683
*
```

The computed Mulliken charges, all in e, follow:
1. Li 1.06
2. C -1.30
3. N 1.07
4. C -1.39
5. C -2.18
6. C 1.60
7. C -1.39
8. C -0.52
9. C -0.69
10. C -0.36
11. C -0.51
12. H 0.39
13. H 0.28
14. H 0.39
15. H 0.38
16. H 0.29
17. H 0.24
18. H 0.41
19. H 0.43
20. H 0.34
21. H 0.34
22. H 0.35
23. H 0.03
24. S -0.47
25. C 0.13
26. C -0.62
27. C -0.24
28. C -1.01
29. C 0.39
30. N 0.00
31. H 0.35
32. H 0.32
33. H 0.33
34. H 0.82
35. O -0.24
36. N 0.38
37. C -0.60
38. C 0.29
39. C -0.94
40. C -0.70
41. C -0.79
42. C -0.11
43. C 0.14
44. P 1.42
45. C 0.24
46. C -0.40
47. C -0.77
48. C -0.51
49. C -0.96
50. C -0.31
51. C 1.00
52. C -0.65
53. C -0.56
54. C -0.56
55. C -0.67
56. C -0.33
57. H 0.28
58. H 0.21
59. H 0.34
60. H 0.38
61. H 0.42
62. H 0.47
63. H 0.45
64. H 0.40
65. H 0.37
66. H 0.44
67. H 0.21
68. H 0.06
69. H 0.38
70. H 0.35
71. H 0.42
72. H 0.20